A structure of composition C37H37BF3N12S2TaTe in a non-equilibrium geometry, computed with wB97M-V/def2-TZVPD.

Output
**HOMO (spin up / spin down)**: -15.61 / -15.61 eV
**Gap between HOMO and LUMO (spin up / spin down)**: 5.41 / 4.58 eV
**Net charge**: +3
**<S²>**: 0.763
**E**: -96175.3458 eV
**ΔE to the lowest compared entry with this formula, charge and spin**: 55.88 kcal per mole
**Multiplicity**: 2

Cartesian coordinates (Å):
Ta1 0.030 0.180 -0.550
C1 3.311 0.395 0.996
C2 2.575 -0.885 1.139
C3 3.034 -2.058 1.713
C4 2.046 -2.991 1.473
N1 1.040 -2.405 0.818
N2 1.349 -1.098 0.604
B1 -0.110 -3.108 0.036
N3 -1.426 -2.386 0.426
C5 -2.590 -2.933 0.754
C6 -3.492 -1.923 1.035
C7 -2.811 -0.739 0.843
C8 -3.422 0.611 1.001
N4 -1.522 -1.021 0.461
N5 0.181 -2.809 -1.466
C9 0.286 -3.611 -2.522
C10 0.845 -2.904 -3.574
C11 1.064 -1.630 -3.102
C12 1.713 -0.516 -3.849
N6 0.649 -1.551 -1.799
N7 -0.192 -4.542 0.409
C13 -0.396 -5.033 1.671
C14 -0.440 -6.394 1.597
C15 -0.259 -6.684 0.222
C16 -0.222 -8.033 -0.431
N8 -0.113 -5.582 -0.489
H1 3.946 0.577 1.862
H2 2.632 1.236 0.879
H3 3.959 0.353 0.119
H4 3.974 -2.215 2.212
H5 1.999 -4.038 1.720
H6 -2.704 -4.004 0.777
H7 -4.516 -2.033 1.342
H8 -4.397 0.493 1.468
H9 -3.582 1.091 0.038
H10 -2.830 1.268 1.634
H11 -0.010 -4.643 -2.429
H12 1.083 -3.282 -4.552
H13 2.163 -0.910 -4.758
H14 2.516 -0.063 -3.263
H15 0.991 0.246 -4.151
H16 -0.501 -4.377 2.519
H17 -0.582 -7.094 2.400
H18 -0.427 -8.817 0.293
H19 0.758 -8.218 -0.871
H20 -0.961 -8.094 -1.229
C17 1.533 4.394 1.522
N9 1.780 3.261 2.419
C18 2.733 3.265 3.412
C19 2.580 2.118 4.108
N10 1.530 1.425 3.539
C20 1.067 2.125 2.485
S1 -0.282 1.795 1.427
C21 0.927 0.229 4.137
C22 1.338 -0.192 5.390
C23 0.710 -1.317 5.902
C24 -0.298 -1.930 5.168
C25 -0.634 -1.392 3.938
N11 -0.012 -0.333 3.418
H21 2.256 5.168 1.763
H22 0.526 4.774 1.682
H23 1.654 4.091 0.483
H24 3.422 4.080 3.547
H25 3.127 1.759 4.957
H26 2.080 0.323 5.977
H27 0.997 -1.697 6.872
H28 -0.818 -2.795 5.550
H29 -1.437 -1.810 3.342
F1 -3.311 2.880 -5.376
C26 -2.912 1.879 -4.604
F2 -1.805 1.344 -5.149
F3 -3.855 0.938 -4.586
C27 -2.612 2.369 -3.201
C28 -3.014 3.627 -2.780
C29 -2.676 4.064 -1.503
C30 -1.916 3.248 -0.693
N12 -1.546 2.016 -1.083
C31 -1.916 1.585 -2.294
S2 -1.332 -0.042 -2.510
H30 -3.574 4.264 -3.452
H31 -2.994 5.032 -1.144
H32 -1.612 3.555 0.295
Te1 1.431 2.218 -1.740
C32 3.472 2.515 -2.019
C33 3.819 2.714 -3.356
C34 5.141 3.010 -3.656
C35 6.075 3.137 -2.636
C36 5.703 2.963 -1.309
C37 4.390 2.653 -0.982
H33 3.090 2.639 -4.153
H34 5.434 3.154 -4.686
H35 7.097 3.394 -2.876
H36 6.436 3.072 -0.522
H37 4.103 2.554 0.055

These are the Löwdin partial charges, in e, on atoms 1 to 8: number 1, Ta, carries 1.319; number 2, C, carries -0.043; number 3, C, carries -0.301; number 4, C, carries 0.040; number 5, C, carries 0.015; number 6, N, carries 0.048; number 7, N, carries -0.087; number 8, B, carries -0.669

---

A cluster of 2 separate species, H4O2 in total in a non-equilibrium geometry, computed with wB97M-V/def2-TZVPD.

Output
**SMILES**: O.O
**HOMO**: -10.76 eV
**Gap between HOMO and LUMO**: 11.33 eV
**E**: -4159.7462 eV
**ΔE to the lowest compared entry with this formula, charge and spin**: 4.45 kcal per mole
**Multiplicity**: 1

Cartesian coordinates (Å):
O1 1.120 -0.238 -0.289
H1 1.138 -1.161 -0.536
H2 1.879 -0.326 0.288
O2 -1.452 0.944 0.108
H3 -2.126 0.233 0.258
H4 -0.559 0.548 0.171

Formally, the Löwdin partial charges of the atoms, in units of the elementary charge, are as follows: number 1, O, carries -0.033; number 2, H, carries 0.049; number 3, H, carries 0.051; number 4, O, carries -0.102; number 5, H, carries 0.049; number 6, H, carries -0.014

---

An isolated molecule of C4H8O2, computed with wB97M-V/def2-TZVPD.

Output
**SMILES**: CO[C@@H](C)C=O
**HOMO**: -10.01 eV
**Gap between HOMO and LUMO**: 10.95 eV
**E**: -8371.6699 eV
**ΔE to the lowest compared entry with this formula, charge and spin**: 37.17 kcal per mole
**Multiplicity**: 1

Cartesian coordinates (Å):
C1 -0.237 0.574 1.835
O1 -0.177 -0.532 0.970
C2 -0.304 -0.201 -0.397
C3 0.867 0.586 -0.982
C4 -0.495 -1.553 -1.079
O2 0.062 -1.894 -2.091
H1 -0.186 0.183 2.853
H2 0.605 1.261 1.678
H3 -1.176 1.132 1.704
H4 -1.251 0.357 -0.548
H5 0.660 1.659 -1.039
H6 1.757 0.433 -0.364
H7 1.088 0.210 -1.985
H8 -1.213 -2.216 -0.555

These are the Löwdin partial charges, in e, on atoms 1 to 8: number 1, C, carries -0.103; number 2, O, carries -0.173; number 3, C, carries -0.377; number 4, C, carries -0.032; number 5, C, carries -0.189; number 6, O, carries 0.067; number 7, H, carries 0.093; number 8, H, carries 0.086

---

A structure of composition C2HO2P2, computed with wB97M-V/def2-TZVPD.

Output
**HOMO**: -2.88 eV
**Gap between HOMO and LUMO**: 7.36 eV
**Net charge**: -1
**E**: -24763.5356 eV
**ΔE to the lowest compared entry with this formula, charge and spin**: 0.00 kcal per mole
**Multiplicity**: 1

Cartesian coordinates (Å):
C1 0.951 -1.444 0.318
C2 0.594 -0.006 0.159
O1 0.297 -2.359 0.763
O2 2.159 -1.541 -0.220
P1 1.832 1.165 0.972
P2 2.104 0.231 -0.859
H1 -0.412 0.322 -0.078

Formally, the Löwdin partial charges of the atoms, in units of the elementary charge, are as follows: number 1, C, carries -0.814; number 2, C, carries -0.781; number 3, O, carries 0.010; number 4, O, carries -0.318; number 5, P, carries 0.342; number 6, P, carries 0.527; number 7, H, carries 0.035

---

A structure of composition C38H52N2O2P2Ru in a non-equilibrium geometry, computed with wB97M-V/def2-TZVPD.

Output
**HOMO (spin up / spin down)**: -12.13 / -12.76 eV
**Gap between HOMO and LUMO (spin up / spin down)**: 6.85 / 3.05 eV
**Net charge**: +2
**<S²>**: 6.043
**E**: -68465.1166 eV
**ΔE to the lowest compared entry with this formula, charge and spin**: 0.00 kcal per mole
**Multiplicity**: 5

Cartesian coordinates (Å):
Ru1 -1.689 0.231 -0.067
C1 -2.729 1.291 1.750
C2 -3.371 0.135 1.151
C3 -1.835 -0.587 2.753
C4 -1.874 0.817 2.803
C5 -2.691 -1.029 1.693
C6 -3.097 2.705 1.541
H1 -3.660 2.830 0.611
H2 -2.201 3.342 1.486
H3 -3.715 3.084 2.375
C7 -1.220 1.673 3.809
H4 -1.349 2.735 3.556
H5 -0.146 1.458 3.866
H6 -1.643 1.510 4.810
C8 -1.108 -1.486 3.683
H7 -1.764 -1.846 4.493
H8 -0.253 -0.971 4.131
H9 -0.728 -2.371 3.148
C9 -3.054 -2.441 1.428
H10 -3.694 -2.848 2.236
H11 -2.162 -3.076 1.373
H12 -3.601 -2.533 0.485
C10 -4.647 0.133 0.401
H13 -5.506 0.115 1.091
H14 -4.707 -0.743 -0.251
H15 -4.727 1.035 -0.217
C11 -0.456 2.243 -4.824
C12 -1.704 2.761 -4.839
C13 -2.772 2.367 -5.825
C14 -2.753 0.876 -6.244
C15 -2.349 -0.080 -5.156
C16 -1.102 -0.588 -5.032
C17 0.085 -0.070 -5.801
C18 0.138 1.469 -5.972
H16 -2.742 2.995 -6.741
H17 -2.121 0.772 -7.153
H18 -3.761 2.582 -5.373
H19 -0.350 1.734 -6.938
H20 0.283 2.595 -4.074
H21 -1.918 3.708 -4.308
H22 1.201 1.764 -6.081
H23 1.010 -0.383 -5.276
H24 -0.915 -1.557 -4.529
H25 0.157 -0.538 -6.806
H26 -3.783 0.615 -6.565
H27 -3.208 -0.477 -4.596
P1 -0.710 1.737 -1.346
C19 0.546 2.899 -1.019
C20 -2.305 2.354 -1.884
P2 -1.088 -1.313 -1.596
C21 -0.230 0.218 -2.287
C22 -2.630 -1.766 -2.377
C23 -0.051 -2.720 -1.358
H28 1.339 2.422 -0.428
H29 0.109 3.723 -0.436
H30 0.943 3.275 -1.966
H31 -2.331 2.326 -2.972
H32 -2.410 3.382 -1.535
H33 -3.145 1.750 -1.508
H34 -0.019 -3.279 -2.299
H35 -0.493 -3.340 -0.567
H36 0.951 -2.394 -1.064
H37 0.858 0.057 -2.178
H38 -0.512 0.400 -3.326
H39 -2.960 -2.721 -1.954
H40 -2.481 -1.871 -3.446
H41 -3.404 -1.010 -2.178
O1 2.189 -0.456 -0.775
C24 2.334 -0.360 0.458
N1 3.548 -0.584 1.124
C25 3.355 -0.662 2.523
C26 1.954 -0.010 2.601
O2 1.523 0.413 3.708
N2 1.380 0.028 1.388
C27 3.221 -2.109 3.016
C28 2.706 -2.335 4.296
C29 2.582 -3.636 4.797
C30 2.985 -4.720 4.013
C31 3.489 -4.500 2.726
C32 3.604 -3.195 2.223
C33 4.393 0.159 3.276
C34 5.151 -0.342 4.339
C35 6.013 0.512 5.040
C36 6.163 1.841 4.651
C37 5.452 2.322 3.544
C38 4.577 1.475 2.854
H42 4.305 -0.988 0.586
H43 2.404 -1.479 4.901
H44 2.176 -3.784 5.798
H45 2.904 -5.736 4.401
H46 3.805 -5.333 2.097
H47 4.001 -3.034 1.219
H48 5.063 -1.390 4.629
H49 6.563 0.118 5.892
H50 6.829 2.507 5.199
H51 5.561 3.350 3.206
H52 4.023 1.845 1.986

These are the Löwdin partial charges, in e, on atoms 1 to 8: number 1, Ru, carries 0.919; number 2, C, carries -0.288; number 3, C, carries -0.419; number 4, C, carries -0.168; number 5, C, carries -0.164; number 6, C, carries -0.279; number 7, C, carries -0.054; number 8, H, carries 0.065

---

A cluster of 5 separate species, C2H14NO5 in total in a non-equilibrium geometry, computed with wB97M-V/def2-TZVPD.

Output
**HOMO (spin up / spin down)**: -10.83 / -10.60 eV
**Gap between HOMO and LUMO (spin up / spin down)**: 11.18 / 6.86 eV
**<S²>**: 0.756
**E**: -14024.9084 eV
**ΔE to the lowest compared entry with this formula, charge and spin**: 28.35 kcal per mole
**Multiplicity**: 2

Cartesian coordinates (Å):
C1 -1.269 0.585 -1.108
N1 -0.510 0.229 0.105
C2 -1.408 -0.756 0.861
O1 -0.865 -1.961 0.855
H1 -1.240 -0.123 -1.939
H2 -0.807 1.429 -1.697
H3 -2.304 0.707 -0.868
H4 0.359 -0.240 -0.158
H5 -2.404 -0.824 0.371
H6 -1.597 -0.294 1.850
H7 1.655 -2.607 0.240
H8 0.039 -2.414 -0.069
O2 1.077 -2.539 -0.529
H9 2.319 1.166 2.109
H10 0.652 0.988 2.048
O3 1.442 1.347 2.450
H11 0.929 3.060 0.978
H12 -0.131 2.211 0.230
O4 0.083 3.106 0.521
H13 0.680 -1.395 -2.223
H14 1.905 -0.897 -1.610
O5 1.395 -0.779 -2.416

These are the Löwdin partial charges, in e, on atoms 1 to 8: number 1, C, carries -0.118; number 2, N, carries -0.048; number 3, C, carries -0.293; number 4, O, carries 0.044; number 5, H, carries 0.081; number 6, H, carries 0.113; number 7, H, carries 0.076; number 8, H, carries 0.087